# 1
Below is a structure of composition C43H43CsN12O2, with properties calculated with the ωB97M-V functional and the def2-TZVPD basis.

Each line ends with the Mulliken charge.
Geometry (Å):
Cs1 -0.53391 -0.01426 1.01849  1.20
O1 0.95746 -2.31082 5.13519  -0.86
C1 0.70495 -1.40555 4.30288  -0.02
N1 -0.45055 -0.93044 3.87279  0.06
C2 -1.66042 -1.34663 4.44790  -0.27
C3 -1.74159 -1.85985 5.75519  -0.51
C4 -2.94198 -2.19960 6.36485  -0.67
C5 -4.13412 -2.03374 5.67724  -0.77
C6 -4.08432 -1.52337 4.38930  0.07
C7 -2.89112 -1.18690 3.74611  0.04
N2 -2.96364 -0.61968 2.46198  -0.49
C8 -3.44928 -1.26143 1.43980  -0.09
O2 -3.56317 -0.77149 0.27515  -0.64
C9 -3.87716 -2.72271 1.52733  1.09
C10 -5.05937 -3.11278 0.89175  -0.59
C11 -5.46114 -4.43044 0.96908  -0.48
C12 -4.66282 -5.33481 1.66243  -0.33
C13 -3.49052 -4.86284 2.22605  -0.79
N3 -3.09688 -3.59212 2.16607  -0.16
C14 1.96639 -0.78005 3.67436  0.35
C15 3.20434 -1.31071 4.05538  -0.45
C16 4.36230 -0.77952 3.52008  -0.35
C17 4.27527 0.26267 2.60523  -0.72
C18 3.01300 0.72335 2.27532  -0.38
N4 1.89688 0.23042 2.80930  0.02
H1 -0.81504 -2.00535 6.28733  0.37
H2 -2.93498 -2.59116 7.37719  0.35
H3 -5.08662 -2.28702 6.13119  0.35
H4 -5.00507 -1.35849 3.83775  0.39
H5 -5.62490 -2.36952 0.34675  0.41
H6 -6.38181 -4.75517 0.49681  0.38
H7 -4.93873 -6.37778 1.75674  0.41
H8 -2.82520 -5.53685 2.75866  0.39
H9 3.20670 -2.12749 4.76186  0.44
H10 5.33102 -1.17686 3.80503  0.38
H11 5.15753 0.69325 2.14939  0.43
H12 2.87560 1.51111 1.53858  0.53
C19 3.78848 7.54836 1.39337  -1.43
C20 3.31257 6.35851 0.60203  0.68
C21 4.13265 5.70395 -0.31604  -0.92
C22 3.70816 4.57606 -0.98714  -0.17
C23 2.42498 4.00055 -0.79869  -0.03
N5 2.06993 2.82380 -1.35232  -0.21
C24 2.22700 2.58231 -2.65516  0.37
C25 2.14120 3.58093 -3.66840  -0.44
C26 2.18385 3.28778 -5.01596  -1.12
C27 2.32443 1.98152 -5.48413  0.63
C28 2.31477 1.64754 -6.95277  -1.41
C29 2.45303 0.98997 -4.51717  -0.35
C30 2.43416 1.26669 -3.16193  -0.08
N6 2.75736 0.19465 -2.27523  0.75
C31 3.86947 -0.57111 -2.36190  -0.17
C32 3.81810 -1.48499 -1.33667  -1.33
C33 2.61950 -1.17775 -0.66687  -0.32
N7 1.98887 -0.16342 -1.23501  -0.18
C34 1.58856 4.72111 0.09011  -0.29
C35 2.03714 5.83927 0.77819  -0.23
N8 0.20152 4.40225 0.22182  0.73
C36 -0.80554 5.28434 0.02047  -0.21
C37 -1.98062 4.63703 0.31044  -1.13
C38 -1.57621 3.33982 0.67647  -0.25
N9 -0.25821 3.20611 0.62095  -0.59
H13 4.68814 7.97660 0.94690  0.36
H14 3.02974 8.33393 1.43272  0.33
H15 4.03119 7.27959 2.42563  0.26
H16 5.13557 6.08235 -0.49553  0.28
H17 4.37053 4.07404 -1.68343  0.47
H18 2.01455 4.60699 -3.34255  0.42
H19 2.09095 4.09937 -5.73351  0.27
H20 2.36368 2.55747 -7.55455  0.35
H21 3.16585 1.02015 -7.23330  0.31
H22 1.40739 1.11039 -7.24579  0.27
H23 2.58478 -0.04462 -4.82247  0.37
H24 4.60392 -0.38889 -3.12807  0.44
H25 4.54412 -2.24234 -1.09507  0.43
H26 2.19638 -1.63849 0.21199  0.41
H27 1.35130 6.32096 1.46896  0.40
H28 -0.60020 6.28350 -0.32469  0.44
H29 -2.98110 5.02919 0.24944  0.38
H30 -2.19927 2.49581 0.93676  0.45
C39 -1.41101 -0.65097 -2.36948  -0.62
N10 -1.99129 -1.97836 -2.53718  0.28
C40 -3.44004 -1.91732 -2.72552  -1.10
C41 -1.46683 -2.96814 -1.72477  -0.02
N11 -0.54051 -2.72328 -0.87403  -0.22
N12 -2.02286 -4.24422 -1.95404  0.34
C42 -1.71875 -5.26190 -0.97641  -1.35
C43 -1.98811 -4.74354 -3.31485  -1.24
H31 -1.68372 -0.03384 -3.22654  0.28
H32 -0.32807 -0.72561 -2.30228  0.26
H33 -1.78567 -0.18754 -1.45398  -0.04
H34 -3.90553 -1.39064 -1.88734  0.24
H35 -3.86099 -2.91723 -2.78548  0.38
H36 -3.64215 -1.39148 -3.66212  0.35
H37 -0.16478 -3.58299 -0.49027  0.21
H38 -0.68991 -5.64901 -1.06385  0.38
H39 -2.40481 -6.09945 -1.11693  0.30
H40 -1.86377 -4.86654 0.02732  0.42
H41 -2.20058 -3.94516 -4.01952  0.39
H42 -2.73679 -5.53115 -3.43417  0.37
H43 -1.00360 -5.16825 -3.56700  0.35

Properties
DFT total energy = -2492.144533 hartree
HOMO = -1.515 eV
Relative energy (zero: lowest compared OMol25 entry of this formula, charge and spin) = 23.7 kcal/mol
Charge = -2
Lowest unoccupied orbital energy = 3.8 eV

=====

# 2
Below is a structure of composition C43H43N2OP2SiY in a non-equilibrium geometry, with properties calculated with the ωB97M-V functional and the def2-TZVPD basis.

Each line ends with the Mulliken charge.
Geometry (Å):
Y1 1.30316 1.02791 -0.61333  0.11
C1 2.24815 -0.57471 -4.52624  -1.28
Si1 1.53691 -1.09101 -2.83930  0.99
C2 -0.14593 -1.98183 -3.00170  -0.02
C3 -0.32850 -3.11399 -3.83941  -0.32
C4 -1.57431 -3.63734 -4.14789  -0.74
C5 -2.70594 -2.97491 -3.74193  -0.89
C6 -2.51378 -1.88590 -2.84477  -0.38
C7 -1.30228 -1.47273 -2.36165  0.71
P1 -1.21779 0.03525 -1.43814  0.85
C8 -2.03246 1.29513 -2.49034  0.93
C9 -1.20742 2.18198 -3.14964  -0.21
C10 -1.74451 3.18320 -3.97096  -1.01
C11 -3.13798 3.28712 -4.01956  -0.62
C12 -3.94673 2.40780 -3.33680  -0.90
C13 -3.37764 1.36306 -2.58684  0.13
C14 -2.42286 -0.01117 -0.01253  0.13
C15 -2.50912 -1.23029 0.68358  -1.13
C16 -3.19508 -1.28291 1.91031  -0.76
C17 -3.85797 -0.18816 2.38656  -0.77
C18 -3.77863 1.06194 1.72940  -0.99
C19 -3.08017 1.09370 0.52141  -0.21
C20 2.50146 -2.65688 -2.19515  0.38
C21 3.22321 -3.49164 -3.02608  -0.83
C22 3.75144 -4.67292 -2.51009  -0.61
C23 3.74901 -4.90453 -1.16798  -0.96
C24 3.17178 -3.98472 -0.32200  -0.72
C25 2.51149 -2.84561 -0.80452  0.34
P2 1.70993 -1.67525 0.34308  1.98
C26 3.01270 -0.38493 0.66639  -0.77
C27 3.87946 -0.11714 -0.37402  -0.08
C28 4.38446 1.20376 -0.50520  -0.68
C29 3.94018 2.20946 0.29737  -0.83
C30 3.09687 1.96118 1.40669  -0.42
C31 2.66377 0.66254 1.64277  0.02
C32 1.39682 -2.26434 1.99208  0.14
C33 0.14015 -2.76402 2.30454  -0.45
C34 -0.11786 -3.28638 3.54219  -0.38
C35 0.79691 -3.31212 4.59151  -0.75
C36 2.02017 -2.72175 4.32215  -0.74
C37 2.36354 -2.31113 3.01129  -0.40
H1 3.27479 -0.14002 -4.52382  0.37
H2 1.70359 0.15176 -5.13231  0.38
H3 2.26539 -1.46168 -5.17007  0.34
H4 0.47899 -3.56205 -4.40968  0.37
H5 -1.65019 -4.44240 -4.86100  0.40
H6 -3.69043 -3.24830 -4.12786  0.45
H7 -3.49010 -1.48819 -2.56446  0.14
H8 -0.09746 2.06067 -3.13604  0.13
H9 -1.15074 3.88044 -4.51760  0.49
H10 -3.64010 4.09691 -4.52293  0.42
H11 -5.02603 2.52610 -3.46892  0.43
H12 -4.06408 0.59712 -2.14187  0.19
H13 -2.13018 -2.16119 0.25713  0.89
H14 -3.24811 -2.22527 2.46058  0.49
H15 -4.42697 -0.17518 3.32494  0.38
H16 -4.11981 1.90725 2.22143  0.66
H17 -2.93236 2.02185 0.00314  0.42
H18 3.26532 -3.32136 -4.10038  0.39
H19 4.09845 -5.40037 -3.24181  0.41
H20 4.21785 -5.81084 -0.78229  0.42
H21 3.28413 -4.22166 0.74626  0.36
H22 4.12569 -0.89440 -1.06578  0.73
H23 5.18949 1.30089 -1.27563  0.46
H24 4.35098 3.24037 0.21557  0.48
H25 2.72679 2.75127 2.06342  0.57
H26 1.89170 0.49142 2.37749  -0.18
H27 -0.63766 -2.62211 1.56536  0.25
H28 -1.14626 -3.56037 3.69443  0.37
H29 0.48726 -3.62661 5.59007  0.43
H30 2.74702 -2.74065 5.10301  0.46
H31 3.32314 -1.82613 2.90786  0.48
C38 -0.73424 4.58448 0.38798  -0.95
N1 -0.80297 3.96733 1.72559  0.20
C39 -1.36698 4.60724 2.89939  -0.55
C40 -0.63641 4.15090 4.16007  -0.80
C41 -0.86827 2.66921 4.24281  -0.57
N2 -0.39455 2.01167 2.97465  0.57
C42 -0.42858 0.53429 2.90124  -1.31
C43 -0.35936 2.70288 1.81568  -0.57
O1 0.01640 2.10463 0.73055  1.32
H32 -1.23660 4.00981 -0.37738  0.28
H33 0.30700 4.81409 0.10349  0.24
H34 -1.18902 5.54424 0.43677  0.47
H35 -2.43091 4.37333 2.94553  0.22
H36 -1.20731 5.66738 2.72385  0.47
H37 -0.97591 4.61612 5.09723  0.39
H38 0.38951 4.33080 4.07182  0.33
H39 -1.90087 2.27889 4.41636  0.35
H40 -0.23896 2.26728 5.03124  0.35
H41 -0.35139 0.04001 1.86355  -0.37
H42 -1.31953 0.20628 3.39382  0.82
H43 0.54423 0.28615 3.44227  0.66

Properties
DFT total energy = -2859.192095 hartree
HOMO = -12.086 eV
Relative energy (zero: lowest compared OMol25 entry of this formula, charge and spin) = 39.1 kcal/mol
Charge = +2
Lowest unoccupied orbital energy = -6.0 eV